178
Properties=species:S:1:pos:R:3:lowdin_charge:R:1 method="wB97M-V/def2-TZVPD" spin_multiplicity=1 lumo_energy_ev=-1.68 smiles="O=C1C=C(O)C(=O)C=C1O.O=C1C=C(O)C(=O)C=C1O.O=C1C=C(O)C(=O)C=C1O.O=C1C=C(O)C(=O)C=C1O.O=C1C=C(O)C(=O)C=C1O.O=C1C=C(O)C(=O)C=C1O.O=C1C=C(O)C(=O)C=C1O.COCCOC.COCCOC.COCCOC.COCCOC.COCCOC" gap_ev=7.3
O 2.26 -6.04 -2.89 0.142
C 1.07 -5.85 -2.78 -0.324
C 0.38 -4.89 -3.65 0.067
C -0.87 -4.51 -3.42 -0.226
O -1.44 -3.63 -4.29 0.079
C -1.75 -5.03 -2.31 -0.325
O -2.79 -4.50 -1.99 0.093
C -1.10 -6.04 -1.51 0.044
C 0.19 -6.42 -1.73 -0.203
O 0.79 -7.30 -0.90 0.110
H 0.87 -4.51 -4.54 0.143
H -2.40 -3.58 -4.18 0.120
H -1.64 -6.51 -0.70 0.121
H 0.10 -7.62 -0.31 0.118
O -0.63 2.04 0.26 0.118
C -1.27 2.87 -0.35 -0.291
C -0.67 4.09 -0.88 0.073
C -1.38 5.03 -1.49 -0.234
O -0.80 6.19 -1.88 0.105
C -2.85 4.92 -1.70 -0.338
O -3.54 5.81 -2.16 0.117
C -3.42 3.62 -1.37 0.080
C -2.70 2.68 -0.73 -0.214
O -3.29 1.55 -0.32 0.076
H 0.40 4.22 -0.75 0.129
H -1.49 6.71 -2.32 0.118
H -4.48 3.42 -1.46 0.139
H -2.56 0.94 -0.05 0.091
O -5.28 3.98 2.08 0.144
C -5.17 2.78 2.09 -0.325
C -3.98 2.10 2.57 0.058
C -3.80 0.78 2.62 -0.228
O -2.84 0.18 3.36 0.088
C -4.90 -0.14 2.21 -0.323
O -4.86 -1.34 2.43 0.087
C -6.05 0.52 1.62 0.078
C -6.25 1.87 1.64 -0.216
O -7.38 2.43 1.21 0.112
H -3.17 2.66 3.01 0.127
H -3.13 -0.74 3.47 0.118
H -6.83 -0.11 1.20 0.127
H -7.96 1.72 0.86 0.088
O 4.77 -0.06 -3.69 0.131
C 3.94 -0.52 -2.95 -0.327
C 2.67 0.16 -2.62 0.059
C 1.64 -0.44 -2.01 -0.236
O 0.48 0.18 -1.80 0.081
C 1.65 -1.91 -1.71 -0.316
O 0.65 -2.53 -1.38 0.112
C 2.93 -2.55 -1.90 0.068
C 3.97 -1.96 -2.48 -0.223
O 5.12 -2.60 -2.74 0.097
H 2.58 1.22 -2.82 0.120
H -0.18 -0.43 -1.43 0.081
H 3.04 -3.61 -1.67 0.134
H 5.83 -1.97 -3.00 0.076
O 6.56 4.25 3.04 0.122
C 5.43 4.39 2.63 -0.320
C 4.43 3.32 2.59 0.086
C 3.17 3.55 2.15 -0.219
O 2.23 2.59 2.25 0.082
C 2.69 4.88 1.74 -0.323
O 1.53 5.13 1.52 0.123
C 3.73 5.90 1.58 0.086
C 5.00 5.66 1.98 -0.230
O 5.87 6.68 1.97 0.100
H 4.63 2.32 2.95 0.128
H 1.49 2.78 1.65 0.105
H 3.47 6.92 1.33 0.136
H 6.74 6.36 2.23 0.120
O 0.97 5.49 6.88 0.119
C 0.73 4.42 6.36 -0.313
C -0.08 4.16 5.17 0.083
C -0.22 2.96 4.61 -0.225
O -0.82 2.80 3.42 0.082
C 0.43 1.74 5.17 -0.326
O 0.32 0.64 4.69 0.124
C 1.15 1.97 6.42 0.073
C 1.30 3.17 6.98 -0.239
O 2.00 3.38 8.09 0.108
H -0.57 5.05 4.78 0.139
H -0.72 1.90 3.09 0.090
H 1.60 1.09 6.86 0.136
H 2.09 4.33 8.24 0.119
O 4.76 -2.61 1.08 0.115
C 5.83 -2.20 1.49 -0.316
C 5.93 -0.98 2.28 0.060
C 7.08 -0.33 2.45 -0.228
O 7.14 0.82 3.13 0.094
C 8.40 -0.80 1.89 -0.317
O 9.41 -0.15 2.02 0.124
C 8.24 -2.04 1.13 0.056
C 7.11 -2.73 0.98 -0.228
O 7.06 -3.68 0.03 0.105
H 5.00 -0.62 2.70 0.132
H 8.05 1.17 3.08 0.119
H 9.07 -2.32 0.49 0.134
H 6.11 -3.89 -0.09 0.120
C -2.70 -1.25 -1.20 -0.064
O -1.69 -0.80 -0.31 -0.230
C -1.43 -1.59 0.83 -0.153
C -0.23 -1.14 1.66 -0.198
O 0.96 -1.13 0.95 -0.186
C 2.12 -0.84 1.73 -0.051
H -2.51 -2.28 -1.53 0.076
H -2.75 -0.55 -2.02 0.095
H -3.69 -1.27 -0.72 0.085
H -1.19 -2.60 0.48 0.092
H -2.31 -1.70 1.47 0.120
H -0.26 -1.81 2.54 0.132
H -0.43 -0.13 2.03 0.103
H 2.13 -1.60 2.51 0.102
H 1.98 0.16 2.14 0.072
H 3.00 -0.82 1.08 0.062
C -10.58 2.06 0.19 -0.065
O -9.43 1.25 -0.08 -0.212
C -9.58 0.55 -1.30 -0.215
C -8.33 0.23 -2.06 -0.226
O -7.54 -0.73 -1.43 -0.172
C -6.39 -1.11 -2.15 -0.101
H -10.36 2.64 1.08 0.096
H -11.49 1.45 0.19 0.094
H -10.71 2.77 -0.64 0.095
H -10.35 0.85 -2.02 0.131
H -10.03 -0.42 -1.02 0.138
H -7.78 1.19 -2.13 0.136
H -8.52 0.05 -3.12 0.129
H -5.88 -1.95 -1.70 0.087
H -5.68 -0.28 -2.19 0.085
H -6.62 -1.27 -3.22 0.090
C -0.46 -4.66 1.56 -0.087
O -1.66 -4.47 2.28 -0.174
C -2.78 -5.20 1.83 -0.207
C -4.08 -4.75 2.46 -0.191
O -3.88 -4.59 3.86 -0.183
C -5.05 -4.12 4.50 -0.110
H 0.21 -3.90 1.97 0.091
H -0.67 -4.37 0.52 0.066
H -0.05 -5.67 1.59 0.093
H -2.55 -6.26 1.99 0.126
H -2.93 -5.17 0.74 0.108
H -4.78 -5.59 2.38 0.129
H -4.52 -3.84 2.05 0.110
H -4.82 -3.99 5.56 0.088
H -5.91 -4.79 4.43 0.087
H -5.28 -3.13 4.10 0.067
C 5.50 0.90 -0.59 -0.065
O 6.38 -0.14 -1.06 -0.186
C 7.52 0.41 -1.67 -0.201
C 8.32 -0.68 -2.37 -0.154
O 7.46 -1.33 -3.32 -0.222
C 8.17 -2.37 -3.97 -0.091
H 5.16 1.40 -1.51 0.084
H 6.09 1.62 -0.02 0.091
H 4.57 0.55 -0.14 0.085
H 8.13 0.97 -0.95 0.129
H 7.25 1.12 -2.45 0.133
H 8.50 -1.45 -1.61 0.110
H 9.27 -0.38 -2.81 0.133
H 8.49 -3.14 -3.26 0.098
H 9.00 -2.04 -4.60 0.093
H 7.43 -2.77 -4.67 0.100
C -2.70 3.65 -5.39 -0.101
O -2.05 2.40 -5.26 -0.159
C -0.99 2.41 -4.32 -0.210
C 0.26 1.74 -4.90 -0.199
O 0.02 0.53 -5.55 -0.174
C -0.43 -0.59 -4.77 -0.052
H -3.72 3.43 -5.70 0.089
H -2.27 4.29 -6.17 0.089
H -2.72 4.27 -4.49 0.068
H -1.32 1.86 -3.42 0.105
H -0.78 3.42 -3.96 0.116
H 1.12 1.71 -4.24 0.101
H 0.43 2.45 -5.72 0.133
H -1.06 -0.19 -3.97 0.069
H 0.53 -0.99 -4.42 0.086
H -0.93 -1.29 -5.42 0.083

***

153
Properties=species:S:1:pos:R:3:lowdin_charge:R:1 method="wB97M-V/def2-TZVPD" relative_energy_kj_mol=0.00 spin_multiplicity=1 charge=-1 lumo_energy_ev=1.87 gap_ev=5.4
C 0.33 7.13 1.01 -0.052
C 0.52 5.93 1.03 -0.180
Al 0.43 3.91 1.25 0.130
C 2.09 3.16 0.38 -0.269
C 3.36 4.03 0.59 -0.259
C 4.49 3.63 -0.42 -0.213
C 5.79 3.23 0.31 -0.204
C 5.65 1.77 0.85 -0.195
C 6.49 0.75 0.04 -0.201
C 5.63 -0.01 -1.00 -0.197
C 5.54 0.72 -2.35 -0.192
C 6.40 0.10 -3.49 -0.180
C 5.58 -0.26 -4.75 -0.200
C 6.01 0.55 -6.00 -0.166
C 5.16 1.83 -6.16 -0.139
N 4.14 1.71 -7.19 -0.138
C 2.88 1.24 -7.02 -0.107
C 2.25 1.25 -8.24 -0.101
C 3.17 1.78 -9.19 -0.098
C 4.34 2.04 -8.49 -0.119
C 0.33 3.52 3.25 -0.216
C 1.42 2.56 3.77 -0.331
O 0.86 1.27 4.11 -0.229
Si 1.61 -0.06 3.43 0.447
C 1.05 -1.57 4.42 -0.141
C 1.12 -0.25 1.61 -0.135
C 3.50 -0.03 3.52 -0.154
P -1.44 3.14 0.03 0.784
C -2.72 4.52 0.04 -0.390
C -2.30 1.74 0.93 -0.492
C -2.08 0.40 0.19 -0.205
H 0.12 8.16 1.18 -0.020
H 2.33 2.12 0.64 0.024
H 1.89 3.16 -0.70 0.034
H 3.76 3.85 1.60 0.092
H 3.13 5.07 0.41 0.079
H 4.14 2.76 -0.97 0.078
H 4.68 4.46 -1.10 0.100
H 6.64 3.29 -0.38 0.088
H 6.00 3.89 1.15 0.097
H 4.60 1.49 0.80 0.084
H 5.95 1.76 1.90 0.096
H 7.35 1.22 -0.43 0.102
H 6.88 0.00 0.73 0.095
H 4.62 -0.14 -0.61 0.098
H 6.04 -1.02 -1.11 0.097
H 4.50 0.71 -2.69 0.097
H 5.81 1.77 -2.20 0.095
H 6.91 -0.77 -3.09 0.097
H 7.15 0.84 -3.79 0.098
H 4.52 -0.12 -4.58 0.093
H 5.72 -1.32 -4.98 0.102
H 5.91 -0.07 -6.90 0.109
H 7.06 0.81 -5.94 0.099
H 5.82 2.67 -6.38 0.121
H 4.63 2.04 -5.22 0.114
H 2.45 0.89 -6.09 0.118
H 1.24 0.94 -8.48 0.086
H 3.00 1.94 -10.24 0.082
H 5.25 2.45 -8.89 0.112
H 0.49 4.48 3.75 0.041
H -0.66 3.17 3.57 0.043
H 2.26 2.48 3.08 0.064
H 1.81 2.98 4.71 0.104
H 0.72 -1.30 5.43 0.032
H 0.30 -2.17 3.89 0.000
H 1.92 -2.21 4.54 -0.002
H 0.50 0.61 1.34 0.013
H 0.60 -1.19 1.45 0.023
H 2.01 -0.25 0.97 0.018
H 3.94 0.96 3.38 0.014
H 3.81 -0.47 4.47 0.025
H 3.86 -0.70 2.74 0.025
H -3.57 4.15 -0.55 0.004
H -2.31 5.39 -0.46 0.009
H -3.09 4.76 1.04 0.004
H -1.98 1.67 1.97 0.045
H -3.37 1.97 0.90 0.041
H -1.93 -0.40 0.92 0.029
H -1.15 0.47 -0.39 0.031
H -2.89 0.17 -0.50 0.059
F 3.33 -3.78 3.69 0.054
C 4.29 -4.38 4.41 -0.284
C 3.94 -5.42 5.25 -0.016
C 4.93 -6.04 6.00 -0.089
C 6.25 -5.62 5.90 -0.104
C 6.58 -4.57 5.06 -0.085
C 5.59 -3.94 4.30 -0.012
H 2.90 -5.73 5.32 0.118
H 4.67 -6.86 6.66 0.102
H 7.02 -6.10 6.49 0.097
H 7.60 -4.23 4.98 0.103
H 5.83 -3.13 3.63 0.118
F -4.11 -1.58 2.04 0.064
C -3.65 -2.84 2.12 -0.282
C -2.33 -3.05 2.47 -0.013
C -1.86 -4.35 2.56 -0.076
C -2.70 -5.42 2.27 -0.094
C -4.02 -5.19 1.91 -0.097
C -4.50 -3.89 1.84 -0.016
H -1.69 -2.20 2.68 0.099
H -0.83 -4.52 2.84 0.102
H -2.32 -6.43 2.33 0.100
H -4.67 -6.01 1.69 0.079
H -5.53 -3.69 1.56 0.109
F 1.07 5.30 -2.07 0.068
C 1.77 5.59 -3.17 -0.284
C 2.25 4.55 -3.95 -0.005
C 2.97 4.86 -5.10 -0.085
C 3.20 6.18 -5.45 -0.107
C 2.71 7.21 -4.65 -0.095
C 1.98 6.91 -3.50 -0.011
H 2.06 3.53 -3.65 0.117
H 3.34 4.06 -5.73 0.081
H 3.76 6.41 -6.35 0.094
H 2.89 8.24 -4.92 0.098
H 1.59 7.69 -2.87 0.118
F -3.90 -7.26 -0.40 0.058
C -5.08 -7.42 -1.04 -0.282
C -5.95 -6.35 -1.12 -0.032
C -7.15 -6.52 -1.79 -0.084
C -7.48 -7.75 -2.34 -0.098
C -6.59 -8.82 -2.24 -0.090
C -5.38 -8.65 -1.58 -0.018
H -5.67 -5.40 -0.68 0.112
H -7.84 -5.69 -1.87 0.106
H -8.42 -7.88 -2.85 0.098
H -6.85 -9.78 -2.66 0.101
H -4.67 -9.47 -1.50 0.115
F -4.85 5.66 2.73 0.067
C -6.01 5.54 2.08 -0.286
C -6.89 6.61 2.09 -0.020
C -8.10 6.48 1.42 -0.096
C -8.42 5.30 0.76 -0.109
C -7.52 4.24 0.77 -0.084
C -6.30 4.36 1.43 -0.011
H -6.63 7.52 2.61 0.115
H -8.80 7.31 1.40 0.099
H -9.36 5.20 0.24 0.095
H -7.76 3.31 0.27 0.103
H -5.59 3.55 1.44 0.111
F -7.09 -6.22 1.33 0.048
C -8.30 -6.15 1.91 -0.274
C -8.67 -7.12 2.82 -0.013
C -9.92 -7.03 3.42 -0.085
C -10.78 -5.99 3.10 -0.099
C -10.38 -5.03 2.18 -0.083
C -9.13 -5.10 1.58 -0.014
H -7.99 -7.92 3.06 0.118
H -10.22 -7.78 4.14 0.103
H -11.75 -5.93 3.56 0.099
H -11.05 -4.22 1.92 0.105
H -8.81 -4.36 0.87 0.117